15
Properties=species:S:1:pos:R:3:forces:R:3 method="wB97M-V/def2-TZVPD" homo_lumo_gap_ha="0.291 / 0.256" relative_energy_kcal_mol=109.3 total_charge=+1 spin_multiplicity=2 s2=0.765
C -1.273937 0.994831 -0.340849 0.9689 1.0345 -2.0483
H 2.003563 -1.931643 -0.637994 0.4769 -0.1064 -0.3439
H -0.604426 -1.147527 6.895674 0.0372 -0.0015 0.0083
C -1.036821 1.956942 0.681422 -1.4829 0.4006 -3.7652
H -2.251462 0.730243 -0.733788 -0.4350 -0.0590 0.6509
H -1.296133 -1.074217 6.642176 -0.0379 0.0022 -0.0096
H -1.019465 0.744779 0.946641 0.4376 -0.0114 1.9301
N 1.693070 -1.177295 -1.245321 -1.6823 0.8372 1.1163
H -0.180599 2.569592 0.400521 0.9010 -0.7763 1.4834
H -1.925487 2.552535 0.874919 -0.0624 -0.6550 1.1867
H 1.273283 -1.596587 -2.071682 0.3589 0.2026 -0.2729
H -0.008245 0.280878 -2.114884 -0.8800 0.7828 -0.0454
C 0.643712 -0.595702 -0.423785 2.5812 -4.0599 0.3341
O 0.417994 -1.181795 0.637775 -0.6224 2.0417 0.1116
C -0.158673 0.381136 -1.039659 -0.5588 0.3680 -0.3361



15
Properties=species:S:1:pos:R:3:forces:R:3 method="wB97M-V/def2-TZVPD" homo_lumo_gap_ha="0.330 / 0.200" relative_energy_kcal_mol=24.2 total_charge=+1 spin_multiplicity=2 s2=0.761
C -0.906324 1.764453 -2.326684 -0.4225 0.9403 -0.0630
C 1.386826 -1.545303 2.810498 0.5553 -1.0728 -0.8637
H 1.356186 -2.519794 3.299820 0.1186 0.2543 0.4334
H 2.415041 -1.373011 2.474219 -0.1880 0.1944 0.0837
C -1.572509 0.541303 -2.419487 -0.3265 0.2930 -0.1602
H -1.376384 -0.281245 -1.754548 0.0447 -0.1045 0.3504
C 0.465491 -1.682535 1.629792 -1.1660 0.9561 0.6715
H 0.005677 1.415304 -0.623777 -0.6981 0.1641 0.5700
O 0.401874 -0.924187 0.688346 0.3473 0.0618 -0.3410
H 1.076444 -0.749827 3.480389 -0.1797 0.0518 0.0221
H -0.351986 -2.425955 1.752555 0.4050 -0.2076 -0.2003
H -2.320719 0.439453 -3.187630 0.0346 -0.2188 -0.2117
H 0.627927 2.657943 -1.442812 -0.7419 1.1326 0.1147
H -0.948581 2.503655 -3.124101 -0.1361 -0.2821 -0.1565
N -0.258964 2.179748 -1.256586 2.3535 -2.1625 -0.2493



15
Properties=species:S:1:pos:R:3:forces:R:3 method="wB97M-V/def2-TZVPD" homo_lumo_gap_ha="0.258 / 0.122" relative_energy_kcal_mol=65.4 total_charge=+1 spin_multiplicity=2 s2=0.753
H 1.678569 0.811884 -2.294914 1.5000 -0.6036 1.8716
O 2.663475 0.819156 0.810587 -0.3276 0.7124 -2.6057
H -2.492410 -2.771568 -0.455807 0.3750 0.5442 2.0612
N 2.239264 0.466424 -1.453753 -0.8513 -0.1702 0.3395
H -3.216215 -0.742816 -0.910552 0.2812 0.7010 -0.1824
H -1.084265 -1.968811 0.128550 1.7763 -0.0298 0.2770
C -2.666336 -0.700394 0.028853 -0.6374 -2.8063 -0.3749
C -2.686967 0.432156 0.814997 2.1249 -0.0808 0.8353
H 2.175072 -0.544956 -1.180622 -0.1573 1.4895 -0.6798
H -3.209367 1.320631 0.634120 -1.3240 0.8969 -0.4456
C -2.102959 -2.091338 0.392750 -2.4208 2.1692 -4.3286
H -2.327015 -2.240045 1.388663 0.0160 -1.1374 2.0843
C 2.555845 1.265796 -0.342298 0.2290 -0.8287 1.0947
H 2.812163 2.331811 -0.562842 -0.4365 -0.6064 -0.0780
H -1.916675 0.548327 1.579172 -0.1475 -0.2501 0.1314



16
Properties=species:S:1:pos:R:3:forces:R:3 method="wB97M-V/def2-TZVPD" homo_lumo_gap_ha="0.236 / 0.160" relative_energy_kcal_mol=72.4 total_charge=-1 spin_multiplicity=2 s2=0.755
H 0.484817 -1.645516 1.547880 0.3388 -1.1452 0.0706
H -0.608776 2.113959 -1.418352 -0.2779 0.3966 0.8851
H -1.057181 0.096169 -1.283949 0.5056 -0.5104 0.3561
O 2.208323 -2.558774 0.536404 -1.2820 0.9220 0.6945
H -1.412472 -0.718774 0.186795 0.0351 -0.1602 0.6317
O -2.421262 1.961968 -0.438092 1.4676 -0.6796 0.7211
H -0.825212 3.032468 0.160807 0.5554 0.9340 0.3503
C 1.317148 -1.542079 0.830935 0.6597 1.5987 -0.0419
C 0.702844 -0.999297 -0.496013 -1.3574 -2.1012 -1.0412
N -0.082893 1.062533 0.243650 -2.2957 -0.0754 -0.1131
C -0.604991 -0.190316 -0.307340 2.5013 0.8430 -0.9761
H -0.069020 0.945684 1.254712 -0.5190 0.6432 0.1798
H 1.525596 -0.469518 -0.924587 -0.0447 0.8185 -0.6671
H 1.873249 -0.596313 1.208122 -0.3570 -1.3227 -0.4580
H 0.421232 -1.803461 -1.220016 0.6033 -0.1603 0.6937
C -1.089747 2.128696 -0.361490 -0.5332 -0.0011 -1.2856



16
Properties=species:S:1:pos:R:3:forces:R:3 method="wB97M-V/def2-TZVPD" homo_lumo_gap_ha=0.221 relative_energy_kcal_mol=116.9 total_charge=-2
H 0.587115 -0.026720 1.664161 0.0094 -0.4114 -0.2181
O -0.267317 2.391656 2.361373 0.0894 -1.3281 -1.3608
N -1.641188 -0.154020 -1.112404 -0.3594 0.0498 3.7856
H -0.828885 -1.265824 -0.630224 -1.1074 -0.7051 -0.7617
C 1.272408 -1.431497 -0.824288 1.6300 0.0272 -2.4986
C -0.195791 -0.384977 -0.392275 1.9961 4.3293 -0.6593
C -0.324393 1.746318 1.100590 -0.1784 1.5528 0.7488
O 1.747471 -1.505907 -2.087742 -1.5200 0.4110 1.9216
H -1.140415 -0.357652 1.469533 -0.2379 0.5527 0.4663
H -1.670841 -0.552301 -1.986725 0.6682 -1.2873 -2.9196
H 0.543425 2.003350 0.435237 0.3215 -0.0120 0.2551
C -0.294299 0.190452 1.041616 -0.0958 -0.7199 -0.1848
H 0.432362 0.367772 -0.916638 -0.5271 -0.5248 -0.0792
H 1.013083 -2.392278 -0.438552 -0.2605 -1.0538 0.8700
H 1.912512 -0.817802 -0.179361 -0.1232 -0.2310 0.5323
H -1.145249 2.189430 0.495698 -0.3048 -0.6493 0.1023



16
Properties=species:S:1:pos:R:3:forces:R:3 method="wB97M-V/def2-TZVPD" homo_lumo_gap_ha=0.394 relative_energy_kcal_mol=60.0 total_charge=0 smiles="NC(=O)CCCO"
O -1.845959 -1.599681 0.318269 0.9199 1.4995 1.8547
H 0.662075 1.641125 -2.294487 0.7101 -2.0858 -2.0554
H -0.004903 -0.941016 -1.647053 -1.5007 1.0556 -0.2527
H 2.050302 0.555247 0.104432 -0.8097 -0.4421 -0.1379
H 1.534763 -0.838557 -1.815567 1.5539 -0.6775 0.1849
H -2.938657 0.432181 1.423525 3.0427 0.3606 0.8689
H 0.808552 -0.246936 2.062375 -1.7817 0.1722 -1.9105
C 0.970417 0.382464 -0.116513 -0.7105 -0.5793 -1.1165
C 0.751344 -0.162167 -1.599839 1.7763 -0.8432 -0.0422
O 0.929868 0.758317 -2.774843 -1.9348 1.9879 4.2167
C 0.277629 -0.480652 1.023059 2.2700 -2.7870 0.8422
H -1.232505 1.074486 1.940639 -0.7424 -0.0244 -0.0344
N -1.858314 0.353466 1.605527 -3.5137 -1.2057 -0.8946
H 0.536704 1.360933 -0.177220 -0.4461 0.8823 0.5327
C -1.288979 -0.728782 0.996935 1.3200 1.4056 -1.6353
H 0.647664 -1.560425 0.950766 -0.1533 1.2816 -0.4205



16
Properties=species:S:1:pos:R:3:forces:R:3 method="wB97M-V/def2-TZVPD" homo_lumo_gap_ha=0.324 relative_energy_kcal_mol=114.3 total_charge=0
H 2.657839 0.679490 -0.390919 -0.0380 -0.1068 -0.1129
H 2.964079 -1.041738 -0.735710 -0.0649 0.1354 -0.0869
H -2.427310 1.377142 -0.260279 0.0680 -0.0938 0.1056
C 2.466527 -0.138189 -1.099458 0.2721 0.0838 -0.0112
H 0.096190 1.306215 0.059090 0.0409 -0.0730 0.1061
C -2.435465 0.706576 0.601893 0.0267 -0.0316 -0.1218
H -0.697317 -1.067796 -0.421446 0.0695 -0.0403 0.0219
H -2.558488 1.315764 1.509445 0.0211 -0.0802 -0.1170
H 2.841216 0.136230 -2.086783 -0.0832 -0.0324 0.1299
N 0.076373 0.523143 0.709827 -0.1747 0.0624 0.0506
H -3.285569 0.023818 0.539065 0.1494 0.0849 -0.0243
O 1.066243 -0.374892 -1.250420 -0.1182 -0.1095 -0.0254
H -1.183092 -0.924202 1.406166 -0.0187 0.0750 -0.0854
O 1.028559 -1.682417 0.671058 -0.0707 0.1433 -0.1626
C -1.151949 -0.030385 0.783124 -0.0548 0.1149 0.2129
C 0.542160 -0.808753 -0.034654 -0.0246 -0.1322 0.1204



16
Properties=species:S:1:pos:R:3:forces:R:3 method="wB97M-V/def2-TZVPD" homo_lumo_gap_ha=0.391 relative_energy_kcal_mol=42.2 total_charge=0 smiles="O=CNCCCO"
N -1.460142 0.252619 0.810194 0.4840 1.3085 1.4758
H -0.408536 0.255743 -1.437894 -0.0932 -0.9811 0.2741
C -2.096935 1.488818 0.776288 -0.3948 -0.4010 -2.4426
C 0.443750 0.104987 -0.759301 1.1021 1.6633 -0.7718
O 2.200828 -1.432179 0.002402 0.0842 -0.0862 -0.0111
O -3.243033 1.724396 1.058624 0.1183 -0.1294 0.9022
H 2.554312 -2.322333 -0.151169 -0.1229 0.4424 0.1248
H 0.467297 -1.930008 -0.971681 0.1578 -0.7731 -0.6041
H -1.538775 2.201202 0.122405 0.2118 0.0923 0.6059
C 0.036198 0.337031 0.685931 -1.3725 -1.2970 -0.3297
H 1.771465 -1.083793 -1.966380 -0.2156 -0.3277 -0.5635
C 1.247549 -1.179767 -1.027933 -0.9497 0.7864 0.7980
H 0.389894 -0.489055 1.308020 0.4269 0.4763 0.0368
H 0.414886 1.303594 0.990035 0.0140 0.0063 0.5439
H -1.765385 -0.245076 1.643725 -0.0314 -0.2749 -0.3250
H 0.986623 1.013823 -1.083264 0.5811 -0.5051 0.2865